No. 1
A structure of composition C15H12N2OTeTl. Source: the OMol25 dataset; level of theory: the ωB97M-V functional and the def2-TZVPD basis.

Computed properties:
- HOMO energy: -3.57 eV
- Energy relative to the best compared isomer or geometry (same formula, charge and spin): 0.000 eV
- Net charge: -1

CARTESIAN COORDINATES (ANGSTROEM)
1 Tl -2.00 1.37 0.20
2 Te -1.78 -1.78 0.50
3 O -1.65 1.46 -2.14
4 N 0.59 1.23 -0.16
5 N 1.91 -0.39 -0.82
6 C 0.56 0.63 -2.61
7 C -1.93 -0.03 4.53
8 C 0.98 0.52 -1.21
9 C -2.23 -0.41 3.23
10 C -1.02 1.10 -4.37
11 C -0.10 0.73 -5.32
12 C 0.14 -1.22 4.42
13 C -0.75 -0.43 5.14
14 C -1.35 -1.21 2.50
15 C -0.16 -1.60 3.12
16 C 2.11 -0.26 0.53
17 C 1.48 0.27 -3.60
18 C 1.29 0.74 0.92
19 C 1.18 0.30 -4.94
20 C -0.74 1.08 -2.97
21 H 2.26 -1.13 -1.40
22 H -2.63 0.60 5.08
23 H -0.52 -0.12 6.15
24 H 1.92 0.02 -5.68
25 H 1.13 1.13 1.91
26 H 2.78 -0.90 1.08
27 H 2.48 -0.02 -3.30
28 H 0.54 -2.22 2.57
29 H 1.06 -1.55 4.88
30 H -3.16 -0.10 2.78
31 H -2.02 1.43 -4.66
32 H -0.37 0.76 -6.37

=====

No. 2
A structure of composition C10H9AuClF5O4S at a distorted geometry. Source: the OMol25 dataset; level of theory: the ωB97M-V functional and the def2-TZVPD basis.

Computed properties:
- <S²>: 2.029
- HOMO energy (alpha / beta): -8.91 / -9.70 eV
- Multiplicity: 3
- Energy relative to the best compared isomer or geometry (same formula, charge and spin): 0.234 eV

CARTESIAN COORDINATES (ANGSTROEM)
1 Au 1.40 -1.29 -0.40
2 Cl 3.74 -3.16 -0.40
3 S -0.76 -2.51 -0.95
4 F -0.83 0.44 -1.63
5 F -5.59 -1.45 0.19
6 F -2.93 2.11 -1.37
7 F -5.34 1.17 -0.51
8 F -3.46 -3.11 0.00
9 O 4.27 -3.68 -1.59
10 O 3.83 -1.71 -0.40
11 O 4.34 -3.68 0.75
12 O 2.29 -3.42 -0.36
13 C 0.09 1.44 1.36
14 C -1.99 -0.03 -1.16
15 C -4.42 -0.99 -0.25
16 C -4.30 0.35 -0.60
17 C -3.07 0.83 -1.05
18 C 1.94 0.77 -0.23
19 C -2.07 -1.38 -0.80
20 C -3.33 -1.84 -0.35
21 C 1.59 1.42 1.08
22 C 2.12 2.86 1.00
23 H 1.45 1.24 -1.07
24 H 1.62 3.39 0.18
25 H 3.01 0.71 -0.38
26 H -0.11 1.93 2.31
27 H 1.91 3.39 1.92
28 H -0.31 0.42 1.40
29 H 3.19 2.88 0.82
30 H -0.42 1.99 0.58
31 H 2.11 0.91 1.90

=====

No. 3
A structure of composition C19H25FeN7O4S. Source: the OMol25 dataset; level of theory: the ωB97M-V functional and the def2-TZVPD basis.

Computed properties:
- <S²>: 0.770
- HOMO energy (alpha / beta): -10.49 / -10.49 eV
- Multiplicity: 2
- Net charge: +1

CARTESIAN COORDINATES (ANGSTROEM)
1 Fe 0.17 -0.50 0.14
2 S -3.04 -0.69 2.19
3 O 0.75 1.05 -0.73
4 O -1.32 5.19 -4.85
5 O -1.53 -0.57 -0.80
6 O -3.07 3.94 -4.73
7 N -1.93 4.24 -4.42
8 N 0.87 -1.47 -1.54
9 N -1.57 1.47 1.44
10 N -0.44 -2.08 1.26
11 N 1.85 -0.39 1.20
12 N -3.77 1.56 0.99
13 N -0.45 0.71 1.56
14 C 0.42 1.03 2.45
15 C 0.05 3.71 -3.03
16 C -1.94 0.29 -1.60
17 C -1.11 -3.29 0.71
18 C 0.50 -2.90 -1.75
19 C 3.03 -0.93 0.91
20 C -2.73 0.83 1.49
21 C -1.23 1.44 -2.05
22 C 4.15 -0.73 1.69
23 C 0.09 1.76 -1.60
24 C 1.73 0.40 2.28
25 C -1.88 2.27 -2.98
26 C -1.25 3.38 -3.45
27 C -0.15 -4.36 0.22
28 C 2.81 0.64 3.12
29 C 0.16 2.02 3.53
30 C 1.00 -3.76 -0.58
31 C 0.70 2.92 -2.13
32 C 4.03 0.06 2.82
33 H -1.75 -2.93 -0.10
34 H -0.59 -2.90 -1.79
35 H 1.53 -3.09 0.11
36 H 2.69 1.28 3.98
37 H 0.25 -4.94 1.05
38 H -0.90 2.20 3.63
39 H 1.87 -1.34 -1.66
40 H 0.45 -0.91 -2.28
41 H -1.79 -3.69 1.46
42 H -2.94 0.14 -2.01
43 H 5.09 -1.19 1.42
44 H 0.86 -3.27 -2.71
45 H -3.59 2.52 0.75
46 H 0.52 4.60 -3.44
47 H -1.20 -1.59 1.78
48 H 4.89 0.24 3.46
49 H 1.70 3.17 -1.78
50 H -0.74 -5.06 -0.38
51 H 0.56 1.66 4.48
52 H 3.09 -1.55 0.02
53 H 0.27 -2.35 1.94
54 H 1.74 -4.49 -0.89
55 H -2.88 2.04 -3.32
56 H 0.64 2.98 3.30
57 H -4.70 1.28 1.24

=====

No. 4
A cluster of 2 separate species, C4H12S in total at a distorted geometry. Source: the OMol25 dataset; level of theory: the ωB97M-V functional and the def2-TZVPD basis.

Computed properties:
- HOMO energy: -8.41 eV
- Energy relative to the best compared isomer or geometry (same formula, charge and spin): 0.579 eV
- Structure (SMILES): CSC.CC

CARTESIAN COORDINATES (ANGSTROEM)
1 S 0.86 0.61 -1.20
2 C 2.58 0.01 -1.32
3 C -2.16 -0.25 2.19
4 C -1.82 -0.40 3.71
5 C -0.21 -0.34 -2.32
6 H 2.87 -0.31 -0.32
7 H -3.22 -0.44 2.05
8 H -1.18 -0.26 -1.83
9 H -1.98 0.81 2.01
10 H 3.23 0.84 -1.56
11 H 2.62 -0.83 -2.00
12 H -1.72 -1.41 4.10
13 H -2.59 0.20 4.19
14 H -0.90 0.15 3.92
15 H -1.60 -0.96 1.59
16 H -0.09 -1.42 -2.44
17 H -0.21 0.16 -3.29

=====

No. 5
A structure of composition C8H32KO8 at a distorted geometry. Source: the OMol25 dataset; level of theory: the ωB97M-V functional and the def2-TZVPD basis.

Computed properties:
- HOMO energy: -12.59 eV
- Energy relative to the best compared isomer or geometry (same formula, charge and spin): 0.000 eV
- Net charge: +1

CARTESIAN COORDINATES (ANGSTROEM)
1 K 0.27 -0.09 0.35
2 O -1.50 1.81 0.75
3 O 2.48 -1.66 0.96
4 O 2.35 1.37 -0.26
5 O 0.84 0.75 2.90
6 O -2.33 -0.47 -0.48
7 O -0.98 -1.90 1.87
8 O 0.61 -1.27 -2.05
9 O -1.37 1.42 -2.11
10 C 1.29 -0.35 -2.84
11 C 3.37 -1.84 -0.05
12 C -1.78 0.94 -3.35
13 C -0.36 0.81 3.62
14 C 1.61 2.56 -0.36
15 C -0.31 -2.95 1.18
16 C -1.51 2.99 1.58
17 C -2.56 -1.76 -1.02
18 H 0.98 0.74 -2.70
19 H -0.47 1.73 4.18
20 H 0.98 2.59 0.48
21 H 3.89 -0.93 -0.22
22 H -1.68 0.84 -1.42
23 H 4.05 -2.66 0.16
24 H -2.29 1.86 0.20
25 H -1.22 0.59 3.01
26 H -0.98 -3.83 1.14
27 H -2.02 2.83 2.51
28 H 0.01 -2.67 0.15
29 H -0.38 0.05 4.39
30 H -1.76 -1.99 -1.77
31 H -0.45 3.27 1.80
32 H 0.52 -3.27 1.74
33 H -1.70 1.61 -4.13
34 H -2.83 -0.44 0.34
35 H 2.98 -1.65 1.78
36 H 1.13 -0.66 -3.86
37 H -2.56 -2.50 -0.22
38 H 2.33 -0.52 -2.70
39 H 2.68 -2.12 -0.89
40 H 3.04 1.47 0.42
41 H -1.96 3.87 1.06
42 H -2.82 0.45 -3.33
43 H -1.12 0.15 -3.74
44 H 2.21 3.44 -0.44
45 H 1.07 -2.09 -2.23
46 H 1.02 2.48 -1.27
47 H -3.53 -1.76 -1.49
48 H 1.62 0.77 3.51
49 H -0.87 -2.02 2.82

=====

No. 6
A structure of composition C18H31N5OPdS. Source: the OMol25 dataset; level of theory: the ωB97M-V functional and the def2-TZVPD basis.

Computed properties:
- HOMO energy: -13.28 eV
- Energy relative to the best compared isomer or geometry (same formula, charge and spin): 0.128 eV
- Net charge: +2

CARTESIAN COORDINATES (ANGSTROEM)
1 Pd 0.82 -0.36 -0.13
2 S -0.73 -1.90 0.30
3 O -0.41 0.92 -0.96
4 N 2.25 -1.59 0.74
5 N 2.30 1.15 -0.57
6 N -3.32 -2.02 -0.10
7 N -2.53 0.07 -0.46
8 N 6.39 -0.76 -0.71
9 C -4.65 -1.57 -0.55
10 C -1.69 1.00 -0.84
11 C -3.19 -3.54 1.89
12 C -2.27 2.33 -1.16
13 C 3.30 -0.93 1.58
14 C -2.05 4.53 -2.10
15 C -1.51 3.30 -1.80
16 C 3.11 0.57 1.72
17 C -3.22 -3.41 0.37
18 C -5.57 -1.22 0.61
19 C -3.37 4.81 -1.74
20 C -2.28 -1.20 -0.13
21 C 3.38 1.36 0.43
22 C 4.96 -0.49 -0.27
23 C 4.76 1.01 -0.13
24 C -4.13 3.85 -1.10
25 C 4.71 -1.24 1.04
26 C -3.59 2.61 -0.81
27 H 6.61 -0.29 -1.59
28 H -4.09 -3.93 -0.02
29 H 6.58 -1.76 -0.83
30 H 4.35 -0.90 -1.08
31 H 5.51 1.41 0.57
32 H 1.70 1.97 -0.61
33 H -3.79 5.78 -1.98
34 H -5.78 -2.08 1.24
35 H -3.12 -4.59 2.16
36 H 5.43 -0.91 1.79
37 H -6.52 -0.86 0.22
38 H -0.49 3.07 -2.08
39 H 3.40 2.42 0.69
40 H 3.80 0.93 2.48
41 H -5.07 -2.39 -1.14
42 H 2.67 1.04 -1.51
43 H -2.33 -3.02 2.32
44 H 4.84 -2.32 0.91
45 H -4.51 -0.72 -1.20
46 H 2.66 -2.11 -0.03
47 H -4.19 1.85 -0.32
48 H -4.09 -3.13 2.34
49 H -2.35 -3.88 -0.08
50 H 3.23 -1.37 2.57
51 H 1.76 -2.29 1.29
52 H -1.46 5.28 -2.61
53 H 2.10 0.79 2.08
54 H -5.13 -0.43 1.22
55 H 7.06 -0.41 -0.01
56 H -5.16 4.07 -0.82
57 H 4.92 1.52 -1.09

=====

No. 7
A cluster of 3 separate species, C38H53Br2N2O10PS in total at a distorted geometry. Source: the OMol25 dataset; level of theory: the ωB97M-V functional and the def2-TZVPD basis.

Computed properties:
- HOMO energy: -7.60 eV
- Structure (SMILES): C=CCc1c2c(cc(COCCOCC)c1[C@@H](Br)[C@@H](C)Br)Nc1ccc(CCCCCOC(C)=O)c(P(=N)(O)O)c1S2.O=C1CCCO1.O=C1CCCO1

CARTESIAN COORDINATES (ANGSTROEM)
1 Br -7.35 3.32 1.30
2 Br -6.64 0.10 3.42
3 S 0.00 3.00 -0.32
4 P 2.89 0.74 0.14
5 O 3.93 -0.68 0.24
6 O -6.31 -7.68 -1.30
7 O -5.44 -5.95 -0.09
8 O 8.55 3.04 4.82
9 O -7.20 1.07 -1.61
10 O 9.09 -1.43 2.57
11 O 8.53 -0.39 0.46
12 O -7.31 -2.62 -2.26
13 O 9.84 3.83 3.11
14 O 3.91 2.17 0.41
15 N -1.22 3.16 -3.39
16 N 1.79 0.54 1.35
17 C 6.46 -1.26 -2.60
18 C 2.51 0.15 -2.95
19 C -5.80 -8.58 -2.28
20 C 9.42 3.92 4.25
21 C -5.33 -6.79 -0.96
22 C -5.72 2.14 1.35
23 C 1.72 0.36 -4.41
24 C -7.35 -3.77 0.10
25 C -4.65 -7.87 -2.92
26 C 8.52 -0.37 1.94
27 C 9.75 5.02 5.22
28 C 0.76 1.99 -1.76
29 C 6.84 -1.70 -1.07
30 C -4.72 -0.42 1.26
31 C 9.31 4.43 6.53
32 C -4.63 2.43 0.16
33 C -6.51 -2.99 -1.08
34 C -0.95 4.44 3.35
35 C -5.02 2.52 -1.47
36 C -2.40 2.52 2.05
37 C -2.25 2.95 -2.30
38 C -2.20 4.08 2.59
39 C -6.87 -0.05 -2.51
40 C 3.74 -0.94 -2.96
41 C 0.44 1.38 -4.57
42 C 7.14 -0.45 -0.04
43 C -0.03 2.20 -3.22
44 C 5.19 -0.21 -2.71
45 C 7.82 0.82 2.86
46 C -6.09 0.52 1.50
47 C -4.10 -7.03 -1.79
48 C -3.00 2.61 0.50
49 C -3.86 2.78 -2.65
50 C 8.19 3.51 6.12
51 C -1.87 2.85 -0.68
52 C -7.91 -1.29 -2.09
53 C 2.05 0.96 -1.56
54 C -6.55 2.33 -2.01
55 H -3.91 -8.54 -3.36
56 H -0.04 5.03 2.89
57 H -3.68 -6.09 -2.15
58 H -3.37 -7.58 -1.19
59 H -5.49 -9.51 -1.78
60 H -0.09 1.47 -5.61
61 H 3.72 -1.57 -3.98
62 H 7.76 -2.42 -1.10
63 H -6.59 -8.82 -3.00
64 H 4.46 2.00 1.26
65 H 6.46 -0.65 0.92
66 H 7.32 0.31 3.82
67 H -4.31 -0.34 0.16
68 H 7.23 4.03 6.06
69 H -7.00 0.19 0.84
70 H 5.92 -2.34 -0.65
71 H 8.09 2.67 6.81
72 H 6.93 1.34 2.28
73 H -2.98 4.95 2.39
74 H 10.13 3.85 6.97
75 H -5.17 2.41 2.37
76 H -1.61 2.94 -4.33
77 H -0.83 4.07 4.48
78 H 7.38 -0.74 -3.09
79 H 0.82 0.54 0.96
80 H -3.84 -0.04 1.97
81 H 8.56 1.66 3.20
82 H -6.75 -3.71 1.12
83 H -6.91 0.22 -3.65
84 H 10.82 5.24 5.21
85 H 9.17 5.91 4.95
86 H -1.34 1.97 2.06
87 H 5.40 0.45 -3.68
88 H -8.46 -3.39 0.24
89 H -3.08 1.91 2.78
90 H -8.97 -1.17 -2.57
91 H 2.03 -0.24 -5.39
92 H 9.00 5.19 7.26
93 H 6.15 -2.20 -3.27
94 H -4.89 -1.55 1.53
95 H -6.55 2.42 -3.20
96 H -8.07 -1.15 -0.92
97 H -7.45 -4.90 -0.26
98 H -5.75 -0.36 -2.27
99 H 5.12 0.53 -1.80
100 H 6.83 0.61 -0.45
101 H 3.31 -1.46 0.47
102 H 3.46 -1.74 -2.12
103 H -4.15 2.81 -3.81
104 H -5.66 -3.71 -1.44
105 H -5.02 -7.21 -3.72
106 H -7.18 3.28 -1.64
107 H -6.07 -2.00 -0.61

=====

No. 8
An isolated molecule of C5H6N4 at a distorted geometry. Source: the OMol25 dataset; level of theory: the ωB97M-V functional and the def2-TZVPD basis.

Computed properties:
- HOMO energy: -9.59 eV
- Energy relative to the best compared isomer or geometry (same formula, charge and spin): 2.660 eV

CARTESIAN COORDINATES (ANGSTROEM)
1 N -1.46 -2.55 -0.68
2 N -3.70 -0.52 1.07
3 N -3.17 0.20 0.40
4 N -2.71 1.04 -0.32
5 C -0.82 -1.70 -0.26
6 C -0.34 0.55 -0.43
7 C -0.01 -0.62 0.15
8 C -1.62 0.69 -1.28
9 C 1.21 -0.94 0.99
10 H 2.07 -1.29 0.51
11 H -1.78 -0.12 -1.96
12 H 0.31 1.47 -0.15
13 H 1.70 0.05 1.36
14 H -1.69 1.66 -1.82
15 H 0.85 -1.56 1.73

=====

No. 9
An isolated molecule of C2H3ClNOP at a distorted geometry. Source: the OMol25 dataset; level of theory: the ωB97M-V functional and the def2-TZVPD basis.

Computed properties:
- HOMO energy (alpha / beta): -9.59 / -7.73 eV
- Energy relative to the best compared isomer or geometry (same formula, charge and spin): 3.739 eV

CARTESIAN COORDINATES (ANGSTROEM)
1 Cl 3.51 -0.27 -0.73
2 P 2.20 -0.16 0.73
3 O 0.84 -0.51 -0.06
4 N -1.56 1.62 0.82
5 C -0.50 -0.57 0.07
6 C -1.18 0.90 -0.12
7 H -1.36 1.18 -1.21
8 H -1.13 -1.17 -0.60
9 H -0.81 -1.02 1.10

=====

No. 10
An isolated molecule of C4H7NO at a distorted geometry. Source: the OMol25 dataset; level of theory: the ωB97M-V functional and the def2-TZVPD basis.

Computed properties:
- HOMO energy: -9.66 eV
- Energy relative to the best compared isomer or geometry (same formula, charge and spin): 2.500 eV
- Structure (SMILES): CC/C=N\C=O

CARTESIAN COORDINATES (ANGSTROEM)
1 O -1.46 1.41 -0.95
2 N -1.83 -0.38 0.53
3 C -0.56 -0.45 0.71
4 C -2.19 0.63 -0.38
5 C 0.49 -0.39 -0.30
6 C 1.88 0.13 0.07
7 H 0.28 -1.52 -0.12
8 H -0.17 -0.83 1.67
9 H 2.14 -0.15 1.09
10 H 0.19 -0.13 -1.32
11 H -3.28 0.73 -0.40
12 H 2.62 -0.27 -0.63
13 H 1.94 1.23 0.00

=====

No. 11
An isolated molecule of C18H28N6O3S at a distorted geometry. Source: the OMol25 dataset; level of theory: the ωB97M-V functional and the def2-TZVPD basis.

Computed properties:
- HOMO energy: -8.08 eV
- Energy relative to the best compared isomer or geometry (same formula, charge and spin): 0.000 eV
- Structure (SMILES): CCCn1c(SCC(=O)N2CCN(CC)CC2)nc2c1c(=O)n(C)c(=O)n2C

CARTESIAN COORDINATES (ANGSTROEM)
1 S -1.61 1.35 -2.46
2 O -2.15 -2.44 -2.49
3 O 3.77 1.53 -0.26
4 O 3.73 -3.03 -0.22
5 N 3.71 -0.76 -0.25
6 N 1.87 -2.02 -1.01
7 N -1.91 -0.78 1.97
8 N -2.77 -1.23 -0.70
9 N 0.92 1.32 -1.45
10 N 0.02 -0.69 -1.80
11 C -1.50 -1.96 1.23
12 C 1.06 2.75 -1.35
13 C 0.39 3.29 -0.08
14 C -3.17 -0.04 0.01
15 C -2.43 -1.37 -2.00
16 C 0.57 4.80 0.03
17 C -2.54 -0.15 -2.91
18 C -0.98 -0.46 3.03
19 C 1.25 -0.85 -1.28
20 C 3.14 -2.01 -0.48
21 C -2.11 0.32 1.05
22 C -0.14 0.62 -1.88
23 C 3.16 0.50 -0.50
24 C 1.23 -3.29 -1.30
25 C -2.57 -2.34 0.21
26 C -1.57 0.54 4.03
27 C 1.85 0.38 -1.04
28 C 5.06 -0.81 0.31
29 H -1.63 1.54 3.61
30 H 0.10 5.18 0.93
31 H -1.16 0.58 0.53
32 H -3.33 0.79 -0.67
33 H -4.11 -0.26 0.53
34 H 2.12 2.98 -1.33
35 H 5.39 0.22 0.44
36 H -0.93 0.58 4.91
37 H -0.54 -1.80 0.71
38 H -2.25 -3.21 -0.38
39 H -2.56 0.22 4.33
40 H 5.72 -1.34 -0.37
41 H -0.03 -0.07 2.63
42 H -1.37 -2.79 1.94
43 H 1.08 -3.85 -0.38
44 H -3.58 0.18 -2.99
45 H 5.04 -1.33 1.26
46 H 0.13 5.30 -0.83
47 H 1.63 5.05 0.06
48 H -2.45 1.20 1.60
49 H 1.87 -3.88 -1.96
50 H 0.60 3.21 -2.23
51 H -3.51 -2.56 0.72
52 H 0.84 2.81 0.79
53 H 0.28 -3.09 -1.79
54 H -2.19 -0.46 -3.90
55 H -0.77 -1.39 3.56
56 H -0.67 3.05 -0.10

=====

Let's list electronic energy in order: -32766.74127; -59331.62439; -83945.01378; -15177.12651; -41512.62341; -42970.27954; -223900.86470; -11239.00718; -27468.47629; -7797.14416; -45041.06562 eV.